{"formula": "C34H84O20S11", "method": "wB97M-V/def2-TZVPD", "e_homo_ev": -8.73, "elements": ["C", "C", "C", "O", "C", "O", "O", "H", "H", "H", "H", "H", "H", "C", "C", "C", "O", "C", "O", "O", "H", "H", "H", "H", "H", "H", "C", "C", "C", "O", "C", "O", "O", "H", "H", "H", "H", "H", "H", "C", "S", "O", "C", "H", "H", "H", "H", "H", "H", "C", "S", "O", "C", "H", "H", "H", "H", "H", "H", "C", "S", "O", "C", "H", "H", "H", "H", "H", "H", "C", "S", "O", "C", "H", "H", "H", "H", "H", "H", "C", "S", "O", "C", "H", "H", "H", "H", "H", "H", "C", "S", "O", "C", "H", "H", "H", "H", "H", "H", "C", "S", "O", "C", "H", "H", "H", "H", "H", "H", "C", "S", "O", "C", "H", "H", "H", "H", "H", "H", "C", "S", "O", "C", "H", "H", "H", "H", "H", "H", "C", "S", "O", "C", "H", "H", "H", "H", "H", "H", "C", "S", "O", "C", "H", "H", "H", "H", "H", "H"], "coordinates": [[-3.122831, -2.110450, -1.510423], [-2.531843, -1.297380, -2.653391], [-1.899082, -2.091518, -3.771977], [-2.200104, -1.324382, -4.942136], [-3.285529, -0.600205, -4.736810], [-3.969300, -0.008362, -5.596930], [-3.557198, -0.560163, -3.369742], [-2.322870, -2.637617, -0.990566], [-3.852676, -2.824838, -1.891292], [-3.576970, -1.513008, -0.719902], [-1.854705, -0.621195, -2.131507], [-2.334293, -3.083666, -3.891648], [-0.835538, -2.221172, -3.571587], [4.306023, 2.163337, -2.640504], [4.510717, 1.251728, -3.898491], [4.484447, 2.104375, -5.186408], [5.830560, 1.911820, -5.723051], [6.474535, 1.025343, -4.989770], [7.511473, 0.512289, -5.321050], [5.856899, 0.848244, -3.867645], [3.313281, 2.613393, -2.644087], [4.976290, 3.022109, -2.677343], [4.487240, 1.708252, -1.666762], [3.857621, 0.379927, -3.859226], [4.335987, 3.161458, -4.965863], [3.780620, 1.840215, -5.975687], [-2.388875, -2.862981, 4.005723], [-3.248478, -2.843079, 2.686985], [-4.506361, -3.720377, 2.720671], [-5.433455, -2.851161, 2.171306], [-5.020656, -1.630023, 2.002859], [-5.684330, -0.733173, 1.541284], [-3.777966, -1.521086, 2.400385], [-1.964886, -3.843919, 4.220381], [-3.052194, -2.573587, 4.820803], [-1.581277, -2.139397, 3.894787], [-2.652931, -3.279360, 1.885063], [-4.754586, -4.033791, 3.734693], [-4.342028, -4.646200, 2.169359], [-0.065220, -5.765680, 2.945956], [-1.316468, -6.451444, 1.755677], [-2.684469, -6.146001, 2.204888], [-1.044370, -5.386351, 0.271011], [-0.126208, -4.679396, 2.879791], [0.921851, -6.114166, 2.642049], [-0.410276, -6.163681, 3.900215], [0.035434, -5.477051, 0.153084], [-1.231747, -4.333466, 0.481770], [-1.591819, -5.733072, -0.605456], [0.214133, 6.505880, -2.857544], [0.814713, 4.995772, -2.033982], [2.058877, 5.456034, -1.279017], [-0.611139, 5.103891, -0.818182], [1.003855, 6.887641, -3.504613], [0.017505, 7.330348, -2.172208], [-0.756760, 6.425189, -3.346361], [-0.443669, 5.964548, -0.170628], [-0.567858, 4.167151, -0.262542], [-1.615036, 5.221504, -1.226157], [2.056457, -5.071724, -2.117254], [0.664735, -5.162640, -3.335164], [-0.602881, -4.576249, -2.707996], [1.284313, -3.910866, -4.548110], [2.083989, -5.993952, -1.536891], [1.909104, -4.228470, -1.442485], [2.968519, -4.889196, -2.685520], [0.530044, -3.667469, -5.296401], [2.150565, -4.373188, -5.021366], [1.642887, -3.017369, -4.037046], [-3.686935, 2.696243, -2.586297], [-4.251988, 2.975447, -0.854428], [-5.148524, 4.211440, -0.984703], [-5.165630, 1.407098, -0.651521], [-3.163771, 1.740423, -2.614508], [-3.037421, 3.517120, -2.890261], [-4.520130, 2.545717, -3.272756], [-5.802302, 1.340078, 0.230675], [-4.346004, 0.729652, -0.411995], [-5.737825, 1.095494, -1.525368], [3.946956, -3.831114, 3.507503], [3.152123, -3.150628, 5.066398], [4.267514, -2.407041, 5.790408], [2.048417, -1.953952, 4.278788], [4.449638, -3.091729, 2.884041], [3.242362, -4.395439, 2.896615], [4.754235, -4.482904, 3.841528], [1.282625, -1.469028, 4.884198], [1.491397, -2.270619, 3.397008], [2.786098, -1.262338, 3.871863], [5.332804, -3.459153, -0.071993], [4.860408, -1.986890, -1.116971], [3.577842, -2.363292, -1.851676], [4.216903, -0.854307, 0.209964], [4.435384, -3.627565, 0.523295], [6.212232, -3.329459, 0.558789], [5.575148, -4.233689, -0.799623], [3.712197, -0.051241, -0.327119], [4.970606, -0.473392, 0.899126], [3.356803, -1.364740, 0.643320], [-1.075941, -0.261200, 6.512674], [-2.751742, 0.356218, 6.919051], [-2.602091, 1.614072, 7.717526], [-3.277058, 0.711425, 5.172645], [-0.453514, 0.578969, 6.204751], [-1.183258, -0.980127, 5.700434], [-0.749227, -0.730649, 7.440552], [-4.359042, 0.691583, 5.042201], [-2.913054, -0.077375, 4.514313], [-3.033531, 1.737612, 4.897454], [3.367985, 2.980404, 0.761116], [2.338527, 2.177276, 2.121832], [3.334103, 1.217358, 2.738847], [2.427808, 3.725254, 3.210584], [4.316451, 2.553738, 0.434813], [3.507771, 4.049254, 0.922750], [2.768693, 2.815276, -0.134254], [1.908624, 3.530896, 4.149084], [1.896893, 4.443705, 2.586039], [3.440400, 4.061795, 3.433096], [0.432802, -0.905200, -0.534040], [-1.002544, -0.791076, 0.684103], [-0.390352, -1.188792, 2.000975], [-1.145906, 1.056659, 0.598366], [0.075221, -0.994954, -1.559797], [1.142782, -1.705892, -0.326877], [1.151634, -0.088945, -0.462651], [-2.075429, 1.445481, 1.014192], [-1.121720, 1.303350, -0.463076], [-0.360859, 1.546754, 1.174215], [-3.204525, 4.641049, 2.472971], [-1.728437, 4.377001, 3.587913], [-0.626889, 3.696983, 2.786913], [-1.208444, 6.192740, 3.606279], [-3.933758, 5.277415, 2.974326], [-3.596758, 3.768783, 1.950093], [-2.915740, 5.259449, 1.623098], [-2.029085, 6.898855, 3.732981], [-0.800775, 6.445336, 2.627446], [-0.358015, 6.495282, 4.217300], [-1.122809, 2.909074, -4.797490], [0.008443, 2.005711, -3.700677], [-0.773104, 1.177914, -2.661347], [0.633854, 0.821550, -4.975814], [-1.980933, 2.266498, -4.994532], [-0.658898, 3.169153, -5.748941], [-1.502060, 3.846818, -4.391412], [1.434321, 0.225915, -4.537001], [0.909998, 1.367725, -5.877776], [-0.235767, 0.196761, -5.179570]], "forces_ev_per_angstrom": [[-0.34, -0.50, -0.41], [-0.80, -0.14, 1.11], [0.17, -0.32, 0.78], [0.67, -0.23, -0.76], [-2.74, 2.27, -0.46], [2.56, -1.98, 2.92], [0.17, 0.05, -1.26], [0.10, -0.24, -0.32], [-0.04, -0.11, 0.11], [-0.16, 0.31, -0.33], [0.04, 0.44, -0.90], [-0.04, 0.02, 0.06], [0.01, 0.19, -0.62], [-0.22, 0.05, -0.69], [-0.19, 1.95, 1.42], [0.59, 0.04, -0.42], [-1.77, 1.04, -1.02], [2.44, -0.43, -1.57], [-0.66, 0.35, 0.44], [-0.29, -1.88, 2.38], [-0.26, -0.22, 0.03], [0.25, -0.08, -0.28], [-0.10, -0.48, -0.32], [0.04, -0.03, -0.25], [0.18, -0.01, 0.05], [-0.03, -0.35, 0.21], [-1.06, 0.69, -1.19], [1.05, -1.26, 1.50], [1.66, -0.26, 0.96], [-3.01, -1.46, -0.72], [-1.04, 1.40, -0.74], [0.48, -0.52, 0.39], [2.47, -0.16, 0.45], [-0.22, -0.05, -0.24], [0.09, 0.00, 0.20], [0.02, -0.05, -0.01], [0.28, 0.95, -0.40], [-0.41, 0.33, 0.14], [-0.36, 0.32, -0.36], [-1.07, 0.30, -1.14], [0.79, -0.29, -1.35], [-0.73, 0.45, 0.88], [0.96, -0.24, 1.22], [0.09, 0.06, 0.35], [-0.10, -0.13, 0.17], [0.31, 0.12, 0.02], [0.08, -0.01, -0.58], [-0.28, -0.04, 0.14], [0.08, -0.12, 0.30], [0.15, 0.78, -0.26], [-0.37, 2.32, 1.56], [-1.40, -0.87, -0.85], [0.63, -0.75, 0.08], [-0.15, -0.32, -0.34], [0.38, -0.31, 0.70], [0.22, -0.65, -0.45], [0.41, -0.12, -0.01], [-0.10, 0.15, 0.31], [0.18, -0.18, -0.59], [-0.61, 0.40, -0.41], [-0.88, 0.92, 0.28], [1.52, -0.52, -0.39], [0.46, -0.38, 0.70], [0.00, -0.06, -0.28], [-0.12, 0.11, -0.21], [0.03, -0.21, 0.13], [-0.11, -0.26, 0.23], [-0.05, -0.05, -0.16], [-0.18, 0.05, 0.16], [-0.15, -0.95, 0.64], [-1.16, 1.47, -1.25], [0.85, -1.59, 0.52], [0.22, 0.13, 0.03], [0.39, 0.17, 0.11], [-0.22, -0.05, 0.24], [-0.29, 0.49, 0.22], [0.07, 0.64, 0.00], [0.00, -0.32, -0.34], [0.23, 0.11, -0.09], [-0.01, 0.25, 0.44], [1.24, -0.26, 0.16], [-1.59, -0.63, -1.10], [0.59, 0.57, -1.04], [-0.34, 0.52, 0.23], [-0.18, 0.00, 0.19], [-0.24, -0.16, 0.27], [0.60, -0.10, 0.61], [0.14, -0.80, -0.01], [-0.28, 0.72, 0.20], [-0.55, 0.85, -0.56], [-0.69, 0.33, 0.50], [1.01, -0.01, 0.61], [-0.22, -0.64, -0.90], [0.14, -0.51, -0.05], [-0.10, 0.49, -0.05], [-0.37, -0.11, 0.11], [0.51, 0.24, -0.23], [-0.18, -0.19, 0.03], [0.38, -0.31, 0.58], [-0.77, 0.40, 0.09], [-0.19, -0.03, -0.37], [-0.01, -0.42, -0.75], [-0.41, 0.24, 0.36], [0.06, -0.05, 0.12], [0.12, -0.06, 0.18], [0.29, 0.06, -0.21], [-0.18, -0.23, 0.65], [0.40, 0.34, -0.04], [0.74, -0.16, -0.08], [-1.25, 0.04, -0.78], [3.61, 1.19, 1.05], [-1.15, -0.18, -0.26], [-0.65, -0.75, -0.74], [0.13, -0.55, 1.18], [-0.21, -0.12, -0.03], [-0.31, 0.54, -0.14], [-0.19, -0.06, -0.26], [-0.12, 0.24, 0.38], [0.14, -0.44, -0.40], [0.21, 0.15, 0.21], [1.83, 0.74, -0.14], [-0.42, 0.18, -0.26], [-0.11, -0.40, 0.10], [-0.02, 0.11, 0.14], [-0.82, -0.80, 0.34], [-0.63, 0.77, 0.07], [-0.23, -0.55, 0.09], [0.18, 0.06, -0.03], [0.32, -0.28, -0.17], [0.89, 1.00, -0.56], [0.83, 0.79, -1.21], [-1.25, 0.52, 0.57], [-0.05, 0.16, -0.92], [-0.22, -0.59, 0.37], [-0.03, -0.41, 0.92], [0.59, 0.17, -0.02], [-0.22, -0.34, 0.42], [-0.27, -0.58, -0.52], [-0.32, -0.79, 0.80], [-0.59, -0.30, -0.23], [0.26, -0.71, 0.73], [0.83, 1.20, -1.89], [-1.13, 0.33, 0.60], [-0.06, -0.10, -0.08], [0.34, -0.25, 0.10], [0.29, -0.18, 0.47], [0.00, 0.20, -0.06], [0.23, -0.05, 0.17], [0.10, -0.22, -0.19]]}

{"formula": "C11H13N2OS", "method": "wB97M-V/def2-TZVPD", "relative_energy_kj_mol": 118.74, "e_homo_ev": [-11.71, -11.71], "total_charge": 1, "elements": ["C", "C", "C", "C", "C", "C", "C", "C", "C", "C", "C", "N", "N", "O", "S", "H", "H", "H", "H", "H", "H", "H", "H", "H", "H", "H", "H", "H"], "coordinates": [[-4.092068, 1.885246, 1.458396], [-4.167872, 0.913103, 0.415053], [-2.860632, 2.254206, 1.935837], [-3.027882, 0.343410, -0.104378], [-1.750470, 1.666248, 1.435945], [-1.711210, 0.639133, 0.435750], [0.247103, -3.049284, 1.527245], [1.694902, -0.291629, -1.284631], [-0.591672, 0.060066, -0.132908], [3.411818, -1.052713, -2.676873], [3.970772, 0.689094, -0.960145], [-0.579375, -3.588994, 2.166982], [2.905990, -0.092640, -1.660908], [0.909631, -2.177567, 1.122170], [1.029355, 0.455965, 0.165166], [-5.092460, 2.074944, 1.825123], [-5.166085, 0.757767, -0.011809], [-2.726940, 2.962274, 2.789071], [-3.216207, -0.313214, -0.963907], [-0.722749, 1.928836, 1.871564], [-0.768164, -0.651979, -0.932975], [3.386533, -0.485196, -3.653754], [4.316588, -1.363576, -2.243674], [2.626938, -1.850603, -2.616014], [4.262656, 1.418647, -1.787040], [3.654917, 1.274903, -0.095638], [4.780973, 0.026217, -0.707689], [-0.724391, -4.432660, 2.684040]], "forces_ev_per_angstrom": [[-1.08, -2.40, -1.42], [0.14, 1.36, 0.39], [-0.13, 1.34, 1.85], [0.12, -0.49, -0.37], [4.02, -0.91, 0.04], [-3.18, 1.26, 0.50], [0.59, 1.93, 0.95], [-1.11, -0.74, -0.38], [1.20, 0.25, -0.49], [-2.83, 1.18, -0.53], [-0.30, 1.36, -2.37], [-1.63, -1.77, 0.69], [0.08, -0.02, 2.30], [0.91, -0.47, -1.25], [-0.43, 0.81, -0.13], [0.38, 1.06, 0.51], [0.61, -0.37, 0.11], [-0.33, -0.58, -0.96], [0.69, 0.02, 0.39], [-1.70, -0.17, -0.55], [0.33, -0.05, -0.12], [0.67, -1.15, 0.88], [1.51, -0.67, -0.44], [1.09, 0.53, -0.70], [0.30, -0.75, 1.37], [-0.36, -0.35, -0.16], [0.31, -0.08, 0.09], [0.11, -0.14, -0.22]]}

{"formula": "C2H6OS2", "method": "wB97M-V/def2-TZVPD", "relative_energy_kj_mol": 134.55, "e_homo_ev": -9.16, "elements": ["S", "S", "H", "H", "C", "C", "O", "H", "H", "H", "H"], "coordinates": [[-1.761773, -3.757977, -0.859656], [-3.235607, -2.367807, -1.359104], [-2.575134, -4.762234, -1.265324], [-2.478026, -1.687397, -2.196341], [0.716324, 1.355227, 1.212731], [1.402661, 2.072642, 0.371734], [2.531604, 2.725881, 0.788501], [-0.192745, 0.743362, 0.851023], [1.090602, 1.179868, 2.092869], [1.278132, 2.399723, -0.603548], [3.223961, 2.098712, 0.967116]], "forces_ev_per_angstrom": [[-0.83, -0.24, -0.14], [0.02, -0.06, 0.58], [0.60, 0.01, 0.09], [0.22, 0.30, -0.52], [-4.20, -1.57, -5.42], [1.05, 0.84, 0.98], [0.89, 0.74, 0.32], [1.50, 1.27, 0.74], [1.74, -0.86, 4.98], [-1.38, -0.12, -1.90], [0.40, -0.31, 0.30]]}

no.,M (g mol⁻¹)
1,1165.76
2,221.31
3,110.20